Record 1
Entry from the Open Molecules 2025 dataset: a 2-piece molecular cluster, CH4N3 overall (ωB97M-V/def2-TZVPD).

Geometry as XYZ:
```
8
Properties=species:S:1:pos:R:3:forces:R:3
C -0.389 -0.469 -0.231 0.528 -1.085 3.616
N 2.814 0.193 -0.022 -0.802 -0.290 0.142
N 1.771 -0.123 0.098 3.160 1.218 -0.265
N -1.152 0.452 0.173 -1.261 0.490 -0.782
H 0.216 -1.092 0.495 -2.383 0.261 -0.913
H -0.155 -0.560 -1.213 0.306 -0.430 -3.025
H -1.393 0.534 1.127 -0.132 0.060 1.378
H -1.711 1.065 -0.427 0.583 -0.224 -0.151
```
Forces are in eV/Å.

## Properties
* molar mass: 58.1 g mol⁻¹
* ΔE to the lowest compared entry with this formula, charge and spin: 0.4888 eV
* Kohn-Sham gap: 13.440 eV
* electronic energy: -204.4878 a.u.
* charge: +1

***

Record 2
Entry from the Open Molecules 2025 dataset: a 2-piece molecular cluster, C5H11N2O overall (ωB97M-V/def2-TZVPD).

Geometry as XYZ:
```
19
Properties=species:S:1:pos:R:3:forces:R:3
O 3.193 -0.774 -1.478 -0.333 0.181 -0.674
C 2.920 -1.035 -0.347 0.868 0.633 0.360
C 2.154 -0.085 0.590 -1.196 -2.128 -0.676
C 1.229 0.910 -0.177 0.463 -0.209 0.204
C -0.154 1.049 0.462 1.204 0.294 -0.229
C -0.831 -0.072 0.748 -0.898 1.033 0.689
N -3.770 -1.543 -1.198 1.235 1.035 0.765
N -0.545 2.284 0.851 -0.384 -0.962 0.687
H 3.287 -1.989 0.085 -0.280 0.208 0.284
H 2.797 0.150 1.440 -0.132 0.816 -0.209
H 1.448 -0.828 0.992 0.160 0.194 0.483
H 1.070 0.495 -1.179 0.222 0.073 -0.006
H 1.628 1.916 -0.312 -0.028 -0.019 -0.001
H -1.837 -0.434 0.549 0.151 -0.381 -0.634
H -4.652 -1.654 -0.744 -0.387 -0.334 -0.389
H -3.652 -1.661 -2.181 -0.610 -0.231 -0.342
H -3.010 -1.961 -0.697 -0.138 -0.549 0.062
H 0.158 2.886 1.259 0.225 0.136 -0.279
H -1.431 2.344 1.337 -0.140 0.212 -0.095
```
Forces are in eV/Å.

## Properties
* molar mass: 115.2 g mol⁻¹
* ΔE to the lowest compared entry with this formula, charge and spin: 6.3003 eV
* Kohn-Sham gap: 5.398 eV
* electronic energy: -381.4324 a.u.
* charge: +1

***

Record 3
Entry from the Open Molecules 2025 dataset: C18H16Cl2N3O2Tl as an isolated structure (ωB97M-V/def2-TZVPD).

Geometry as XYZ:
```
42
Properties=species:S:1:pos:R:3:forces:R:3
Tl -2.370 -2.898 -3.184 0.334 0.074 0.105
C -1.953 -1.768 2.872 -0.984 -0.314 0.419
N -2.242 -2.457 1.618 -0.436 0.420 -0.243
C -3.198 -3.437 1.383 1.670 0.263 -0.344
C -3.038 -3.759 0.079 -1.739 -1.308 -1.211
N -2.153 -2.953 -0.535 0.583 0.846 0.094
C -1.702 -2.163 0.423 0.498 0.835 -0.410
H -2.696 -2.184 3.588 0.610 0.605 -0.232
H -2.054 -0.673 2.786 -0.129 -0.507 -0.109
H -0.954 -1.989 3.234 0.103 -0.152 -0.083
H -3.731 -3.913 2.138 -0.792 -0.488 1.148
H -3.601 -4.486 -0.541 0.427 0.442 0.824
H -1.097 -1.264 0.276 0.100 -0.570 0.015
Cl 2.787 -1.676 -0.267 0.619 -0.637 0.044
C 3.535 -0.119 -0.279 -0.681 0.623 -0.113
C 4.817 0.153 0.131 1.354 0.040 0.582
C 5.281 1.460 0.296 -1.239 0.583 -0.326
C 4.420 2.512 -0.023 -0.627 -1.238 -0.091
C 3.147 2.212 -0.497 -0.179 0.981 -0.734
Cl 2.152 3.575 -1.108 0.580 -0.803 0.513
C 2.659 0.916 -0.650 0.951 0.026 0.322
N 1.398 0.660 -1.118 -0.425 2.292 1.514
C 0.300 1.197 -0.341 1.065 -1.071 -1.430
C 0.342 1.408 1.024 0.741 0.000 1.183
C -0.817 1.832 1.675 0.368 -0.049 -0.154
C -1.997 1.988 0.970 0.710 0.191 0.950
C -1.953 1.816 -0.387 -0.831 -0.223 0.147
C -0.850 1.417 -1.076 0.264 0.086 0.408
C -0.951 1.212 -2.550 -0.065 0.592 -0.131
C -1.314 -0.224 -2.828 0.545 -1.288 0.131
O -2.463 -0.497 -3.300 0.676 0.262 0.312
O -0.448 -1.105 -2.502 -1.119 0.520 -0.488
H 5.549 -0.600 0.396 -0.454 -0.459 -0.050
H 6.248 1.687 0.709 0.227 -0.227 -0.096
H 4.660 3.539 0.063 0.499 0.754 0.135
H 1.222 -0.230 -1.487 -0.462 -1.432 -0.659
H 1.274 1.235 1.632 -0.976 0.211 -0.913
H -0.806 2.073 2.725 0.141 -0.170 0.261
H -2.861 2.264 1.550 -0.427 0.147 -0.354
H -2.808 1.903 -0.981 -1.551 0.393 -0.595
H 0.016 1.475 -2.987 -0.173 -0.168 -0.202
H -1.746 1.862 -2.925 0.224 -0.080 -0.141
```
Forces are in eV/Å.

## Properties
* molar mass: 581.6 g mol⁻¹
* Kohn-Sham gap: 8.508 eV
* electronic energy: -2103.1850 a.u.

***

Record 4
Entry from the Open Molecules 2025 dataset: a 2-piece molecular cluster, C3H4INO overall (ωB97M-V/def2-TZVPD).

Geometry as XYZ:
```
10
Properties=species:S:1:pos:R:3:forces:R:3
C -1.554 1.001 0.116 -2.271 -0.470 -0.825
C -0.838 0.666 1.163 1.186 0.400 -0.895
C 1.376 -0.550 -1.011 -0.602 -0.729 1.306
N 0.258 -1.038 -0.887 -1.244 0.126 -1.360
O -2.342 1.168 -0.737 1.509 0.267 0.990
I 2.901 -0.661 0.469 0.325 0.086 0.054
H -1.382 0.089 1.906 0.499 0.276 0.153
H 0.264 0.751 0.974 -1.240 -0.168 1.007
H 1.567 0.064 -1.850 0.854 0.451 -0.875
H -0.250 -1.490 -0.143 0.984 -0.239 0.445
```
Forces are in eV/Å.

## Properties
* molar mass: 197.0 g mol⁻¹
* ΔE to the lowest compared entry with this formula, charge and spin: 1.7314 eV
* SMILES: [H]/N=C\I.C=C=O
* Kohn-Sham gap: 9.774 eV
* electronic energy: -544.3193 a.u.

***

Record 5
Entry from the Open Molecules 2025 dataset: a 6-piece molecular cluster, C14H30Cl10O2P overall (ωB97M-V/def2-TZVPD).

Geometry as XYZ:
```
57
Properties=species:S:1:pos:R:3:forces:R:3
C -0.136 0.973 3.020 -0.033 -0.109 -2.119
C -0.650 1.031 1.700 0.625 -0.239 2.116
P -2.574 1.193 1.564 1.880 3.751 0.752
O -2.935 -0.251 2.491 -1.238 1.268 -0.024
C -3.942 0.250 3.409 -1.612 -1.559 0.015
C -4.692 1.583 2.905 1.461 0.842 -0.552
O -4.273 1.672 1.528 -0.937 -1.137 1.283
H 0.501 0.110 3.361 0.619 1.671 -0.526
H -0.407 1.785 3.744 -0.904 -1.710 -0.158
H 0.034 1.016 0.804 -0.721 -1.504 0.803
H -2.624 0.576 0.264 -0.110 -0.354 0.301
H -2.336 2.543 1.025 -0.003 -0.232 -0.781
H -2.437 1.799 2.887 -0.152 0.185 -0.267
H -3.569 0.258 4.470 -0.302 0.244 -0.980
H -4.745 -0.545 3.299 0.606 0.680 0.665
H -4.353 2.559 3.375 -0.018 -1.218 0.107
H -5.802 1.624 3.080 0.794 -0.782 -0.602
Cl 0.504 3.983 0.309 0.045 -0.041 -0.043
C 2.252 3.883 -0.009 -0.030 0.070 0.044
C 2.572 2.946 -1.152 0.188 0.194 -0.068
Cl 2.242 1.241 -0.739 0.098 0.014 -0.087
H 2.747 3.573 0.912 -0.081 -0.084 -0.068
H 2.587 4.892 -0.253 0.040 -0.087 -0.097
H 3.633 3.010 -1.398 -0.023 0.010 0.081
H 2.000 3.194 -2.045 -0.072 -0.068 0.128
Cl -6.375 -5.400 4.608 -0.091 -0.079 0.118
C -5.754 -4.039 3.632 0.158 0.142 -0.084
C -4.419 -3.536 4.141 0.053 -0.061 -0.147
Cl -4.564 -2.737 5.728 -0.013 -0.060 0.097
H -6.506 -3.251 3.634 0.072 -0.045 0.116
H -5.647 -4.405 2.614 0.073 -0.055 0.138
H -4.014 -2.797 3.452 -0.125 0.056 0.108
H -3.696 -4.346 4.236 -0.134 -0.009 0.089
Cl -4.627 -2.704 0.983 -0.017 0.092 -0.476
C -2.875 -2.755 0.674 0.277 0.094 -0.135
C -2.526 -3.666 -0.481 0.013 0.285 -0.002
Cl -2.816 -5.386 -0.099 -0.039 -0.146 -0.015
H -2.378 -3.063 1.593 -0.073 0.032 -0.047
H -2.566 -1.733 0.448 -0.083 -0.012 0.073
H -1.466 -3.569 -0.718 -0.038 0.003 0.106
H -3.100 -3.418 -1.373 -0.047 -0.072 0.114
Cl 6.686 2.226 -0.322 -0.017 0.056 -0.028
C 6.261 0.594 -0.899 -0.105 -0.206 -0.028
C 7.087 0.177 -2.094 0.038 -0.142 0.125
Cl 6.693 1.128 -3.549 0.017 0.047 -0.020
H 5.194 0.584 -1.125 0.072 0.074 -0.011
H 6.439 -0.091 -0.070 0.049 0.029 -0.061
H 6.887 -0.867 -2.335 -0.073 0.059 0.050
H 8.154 0.284 -1.901 -0.088 0.098 -0.017
Cl 2.849 1.684 -8.457 0.010 0.030 -0.024
C 4.328 0.752 -8.116 0.106 -0.122 0.027
C 4.844 0.989 -6.714 -0.019 -0.184 -0.003
Cl 5.472 2.642 -6.499 -0.022 0.031 -0.018
H 5.073 1.015 -8.866 -0.062 0.080 0.085
H 4.074 -0.301 -8.242 -0.009 0.048 0.086
H 5.670 0.308 -6.504 -0.022 0.040 -0.059
H 4.068 0.823 -5.968 0.017 0.092 -0.080
```
Forces are in eV/Å.

## Properties
* molar mass: 615.9 g mol⁻¹
* Kohn-Sham gap: 5.271 eV
* electronic energy: -5645.0664 a.u.
* charge: -1

***

Record 6
Entry from the Open Molecules 2025 dataset: a 15-piece molecular cluster, C41H60N14O5S overall (ωB97M-V/def2-TZVPD).

Geometry as XYZ:
```
121
Properties=species:S:1:pos:R:3:forces:R:3
C 1.233 1.457 0.766 0.119 -0.450 0.390
C 0.623 0.379 1.633 -0.302 0.796 -0.354
C -0.517 0.623 2.382 -0.052 1.008 -0.241
C -1.090 -0.350 3.140 -0.590 -0.360 0.463
C -0.576 -1.645 3.207 -0.319 -0.177 0.482
C -1.363 -2.635 4.063 -0.330 0.205 0.034
C -0.683 -3.947 4.448 -0.099 -0.510 -1.021
C -2.748 -2.891 3.400 0.240 -0.016 1.147
C 0.564 -1.864 2.472 0.126 -0.688 -0.310
O 1.173 -3.130 2.438 0.316 0.269 0.878
C 2.222 -3.256 3.368 0.217 -0.259 -0.270
O 2.115 -2.305 4.436 0.427 0.210 0.972
S 3.644 -1.727 4.768 1.089 -0.298 -0.576
O 3.792 -0.579 3.905 -0.177 0.281 0.229
O 3.527 -1.179 6.310 -1.471 -0.228 -0.830
C 2.467 -0.210 6.487 0.239 0.096 0.455
C 2.151 -0.147 7.976 -0.321 0.107 -0.587
O 1.142 0.379 8.366 0.259 -0.031 0.169
C 1.147 -0.879 1.710 0.872 0.033 -0.675
H 0.459 2.149 0.429 0.131 0.019 0.056
H 1.982 1.983 1.371 -0.066 0.152 -0.250
H 1.726 1.039 -0.118 -0.124 0.144 0.450
H -0.972 1.609 2.351 -0.011 -0.065 -0.027
H -2.001 -0.120 3.685 0.125 -0.024 0.013
H -1.602 -2.109 5.001 0.156 0.076 -0.176
H -1.372 -4.610 4.986 0.089 0.328 0.224
H -0.453 -4.482 3.517 0.033 -0.014 0.219
H 0.262 -3.835 4.984 -0.274 0.124 0.195
H -3.165 -1.953 3.031 0.083 -0.227 -0.314
H -3.414 -3.203 4.217 -0.039 -0.251 -0.353
H -2.706 -3.677 2.644 -0.029 0.231 -0.101
H 3.199 -3.102 2.881 -0.215 -0.094 -0.126
H 2.189 -4.260 3.801 -0.086 0.049 -0.162
H 2.805 0.755 6.092 -0.114 -0.016 0.237
H 1.548 -0.485 5.955 0.191 -0.110 0.035
H 2.866 -0.643 8.665 -0.035 0.115 -0.118
H 2.050 -1.066 1.134 -0.086 -0.358 0.121
C 0.008 0.915 -3.541 0.331 -0.029 0.265
C 1.238 1.140 -2.779 0.101 -0.025 -0.117
N 2.217 1.301 -2.195 -0.172 0.018 -0.461
H 0.250 0.414 -4.478 -0.017 -0.032 0.014
H -0.687 0.291 -2.970 0.353 0.356 -0.079
H -0.472 1.868 -3.760 -0.029 -0.006 0.044
C -2.674 4.234 -0.789 -0.156 -0.495 0.161
C -2.321 2.812 -0.753 0.070 -0.154 0.039
N -2.032 1.698 -0.740 0.003 0.493 0.131
H -1.776 4.838 -0.684 0.017 -0.021 -0.019
H -3.154 4.473 -1.735 0.072 -0.139 0.219
H -3.357 4.467 0.028 0.021 -0.038 0.026
C 1.853 1.872 -6.944 -0.043 -0.211 -0.090
C 0.692 1.000 -7.135 -0.028 -0.058 0.018
N -0.223 0.316 -7.270 0.184 0.221 0.009
H 1.598 2.890 -7.229 0.096 -0.120 0.058
H 2.158 1.862 -5.898 -0.021 -0.009 0.009
H 2.682 1.523 -7.559 -0.011 -0.058 0.021
C 4.059 -3.075 -0.740 -0.359 0.149 -0.227
C 2.985 -2.865 -1.722 0.000 0.033 0.032
N 2.153 -2.708 -2.500 0.224 -0.078 0.174
H 3.725 -3.766 0.032 0.003 -0.012 -0.010
H 4.933 -3.491 -1.233 0.021 0.019 0.029
H 4.330 -2.129 -0.276 -0.017 0.017 -0.020
C -2.734 -2.361 -4.594 0.236 0.088 0.059
C -2.615 -1.295 -3.599 -0.110 0.008 0.132
N -2.506 -0.460 -2.815 -0.474 -0.563 -0.396
H -1.761 -2.826 -4.750 0.037 0.074 -0.003
H -3.436 -3.111 -4.247 -0.003 0.031 0.067
H -3.087 -1.949 -5.537 0.004 0.019 0.007
C 5.505 -4.022 8.635 -0.050 -0.001 -0.186
C 5.171 -4.170 7.217 -0.012 -0.002 -0.100
N 4.911 -4.281 6.103 0.051 -0.131 0.343
H 4.703 -4.431 9.247 0.002 -0.001 -0.002
H 6.428 -4.554 8.854 -0.001 0.002 -0.001
H 5.635 -2.968 8.874 0.001 0.001 -0.010
C -6.522 -4.657 -5.633 0.063 0.136 0.134
C -6.088 -3.683 -4.629 -0.061 0.069 0.096
N -5.748 -2.918 -3.840 -0.214 -0.254 -0.246
H -7.500 -5.051 -5.366 0.003 -0.001 0.003
H -6.583 -4.179 -6.608 -0.001 0.000 0.002
H -5.808 -5.478 -5.683 -0.004 -0.001 0.003
C -1.183 7.862 -2.040 -0.224 -0.245 0.205
C -2.046 6.828 -2.611 0.003 -0.010 -0.122
N -2.725 6.024 -3.075 0.210 0.591 -0.233
H -1.012 8.641 -2.776 0.268 -0.070 0.171
H -1.655 8.297 -1.159 -0.037 -0.050 0.011
H -0.226 7.431 -1.756 0.042 0.050 -0.063
C -1.966 1.672 7.507 -0.074 -0.021 -0.214
C -2.718 1.430 6.273 -0.060 -0.005 -0.058
N -3.309 1.239 5.305 0.124 0.069 0.286
H -2.032 2.724 7.778 -0.013 -0.001 -0.005
H -2.377 1.069 8.314 0.012 -0.008 -0.001
H -0.920 1.406 7.364 0.001 -0.030 0.036
C 6.010 -6.924 -1.912 0.031 0.133 0.141
C 6.238 -5.965 -0.828 0.049 0.016 0.100
N 6.415 -5.211 0.022 -0.027 -0.239 -0.239
H 6.953 -7.383 -2.203 0.000 0.005 0.001
H 5.323 -7.700 -1.578 -0.004 0.006 0.001
H 5.581 -6.413 -2.772 -0.006 -0.001 0.004
C -1.812 4.324 -7.588 0.037 0.027 0.042
C -0.414 4.589 -7.254 -0.044 0.024 0.005
N 0.685 4.800 -6.988 -0.320 0.089 -0.089
H -1.882 3.927 -8.599 0.032 -0.018 0.009
H -2.227 3.598 -6.891 0.038 -0.019 0.002
H -2.384 5.249 -7.524 0.047 0.039 0.014
C 0.423 7.905 -6.270 0.321 0.105 0.194
C 0.756 8.475 -4.961 0.075 -0.002 -0.100
N 1.018 8.922 -3.934 -0.087 -0.056 -0.293
H -0.001 8.676 -6.911 0.000 -0.049 0.059
H 1.321 7.505 -6.737 0.041 -0.038 0.067
H -0.301 7.101 -6.152 0.213 0.140 -0.011
C -3.197 9.022 -4.573 -0.030 0.025 -0.222
C -2.771 8.333 -5.792 -0.153 -0.066 -0.055
N -2.438 7.792 -6.750 -0.408 0.141 0.230
H -3.543 10.025 -4.818 0.018 0.005 -0.031
H -4.007 8.468 -4.102 0.023 -0.037 -0.021
H -2.362 9.092 -3.879 -0.186 0.109 -0.211
C -1.142 -8.285 5.455 -0.201 0.057 -0.190
C -2.217 -8.075 4.477 0.008 -0.003 0.005
N -3.059 -7.919 3.710 0.222 -0.043 0.208
H -1.477 -8.976 6.226 -0.007 0.001 -0.004
H -0.268 -8.702 4.959 -0.003 0.004 -0.009
H -0.869 -7.338 5.917 -0.014 0.014 -0.022
```
Forces are in eV/Å.

## Properties
* molar mass: 861.1 g mol⁻¹
* Kohn-Sham gap: 8.167 eV
* electronic energy: -3139.0387 a.u.

***

Record 7
Entry from the Open Molecules 2025 dataset: an isolated ion of composition C3HO2 and charge -1 (ωB97M-V/def2-TZVPD).

Geometry as XYZ:
```
6
Properties=species:S:1:pos:R:3:forces:R:3
C 0.392 0.189 0.522 -0.742 -1.631 -2.594
C 0.555 -0.382 -0.747 -1.768 0.143 -1.685
C -0.935 0.032 0.271 -1.185 -1.184 -2.289
O 1.212 -0.658 -1.805 -1.340 0.712 3.446
O -2.147 0.165 0.535 2.347 -0.098 -0.106
H 0.924 0.653 1.223 2.687 2.058 3.227
```
Forces are in eV/Å.

## Properties
* molar mass: 69.0 g mol⁻¹
* ΔE to the lowest compared entry with this formula, charge and spin: 1.5678 eV
* SMILES: O=c1cc1[O-]
* Kohn-Sham gap: 6.413 eV
* electronic energy: -265.3321 a.u.
* charge: -1

***

Record 8
Entry from the Open Molecules 2025 dataset: one molecule with the formula C4H8N4 (ωB97M-V/def2-TZVPD).

Geometry as XYZ:
```
16
Properties=species:S:1:pos:R:3:forces:R:3
C -0.776 0.051 0.411 -1.785 0.608 1.872
C 1.478 -0.650 0.242 0.249 1.333 -3.140
C 2.551 -0.690 -0.576 -0.152 -0.781 3.632
C -0.939 0.091 -2.279 -0.704 0.719 1.363
H -1.147 1.806 3.054 -1.645 -2.867 -2.495
H -2.042 0.112 2.825 2.096 3.781 -2.066
H -1.805 -0.361 0.198 0.812 0.695 0.254
H 1.391 -0.461 1.298 0.499 -0.497 0.111
H 3.482 -0.842 -0.033 0.133 0.062 -0.631
H 2.452 -0.756 -1.616 0.056 0.118 -1.185
H -1.138 -0.037 -3.319 0.616 -0.196 -0.654
H -1.750 0.697 -1.784 0.958 -0.707 -0.011
N -1.577 1.092 2.253 -0.463 -0.639 4.514
N -0.485 0.797 1.426 -0.738 -1.074 -1.147
N 0.210 -0.427 -0.383 0.854 -0.003 0.702
N 0.096 -0.421 -1.719 -0.785 -0.552 -1.120
```
Forces are in eV/Å.

## Properties
* molar mass: 112.1 g mol⁻¹
* ΔE to the lowest compared entry with this formula, charge and spin: 4.8774 eV
* SMILES: C=CN(/C=N/N)N=C
* Kohn-Sham gap: 8.578 eV
* electronic energy: -376.0692 a.u.

***

> Kohn-Sham gap of number 8 (C4H8N4)?

8.578 eV

***

> Which of these has the highest Kohn-Sham gap?

CH4N3